1.
Molecular formula: C32H28F5N7O2OsS3
Method: DFT, ωB97M-V/def2-TZVPD

Output
E_tot	-3554.11897	Eh
energy above the lowest of the compared OMol25 structures with the same formula, charge and spin	2.7	kcal/mol
highest occupied orbital energy	-0.513	hartree
M	924.04	g mol⁻¹
net charge	+2
LUMO	-7.619	eV

Last column: Löwdin charge in e.
Geometry (Å):
Os  -0.589  -0.813  -0.531  1.074
C  1.162  -4.330  -3.895  0.018
N  1.870  -3.726  -2.766  -0.085
C  3.241  -3.712  -2.600  0.015
C  3.500  -3.056  -1.457  0.007
N  2.271  -2.675  -0.916  0.033
C  1.285  -3.090  -1.746  -0.599
S  -0.409  -2.848  -1.650  0.737
C  2.160  -2.097  0.381  -0.229
C  3.108  -2.461  1.323  0.031
C  3.116  -1.822  2.551  0.010
C  2.169  -0.842  2.793  -0.002
C  1.222  -0.592  1.825  -0.146
N  1.189  -1.212  0.629  -0.024
H  1.895  -4.825  -4.525  0.109
H  0.651  -3.557  -4.464  0.078
H  0.443  -5.061  -3.535  0.105
H  3.906  -4.157  -3.319  0.146
H  4.434  -2.797  -0.995  0.139
H  3.815  -3.246  1.103  0.130
H  3.851  -2.088  3.298  0.137
H  2.142  -0.289  3.721  0.138
H  0.446  0.137  2.001  0.095
C  -3.096  5.158  4.396  -0.028
C  -2.308  4.469  3.321  -0.239
C  -2.422  3.095  3.112  -0.011
C  -1.692  2.461  2.121  -0.058
C  -0.839  3.216  1.325  -0.300
C  -0.714  4.591  1.502  -0.032
C  -1.448  5.201  2.501  -0.007
S  0.156  2.465  0.102  0.635
O  1.330  1.862  0.687  -0.303
O  0.317  3.371  -0.993  -0.254
N  -0.757  1.168  -0.389  -0.279
C  -1.937  1.306  -1.122  -0.377
C  -2.693  2.398  -1.504  0.039
C  -3.870  2.121  -2.183  -0.003
C  -4.251  0.809  -2.456  -0.021
C  -3.430  -0.224  -2.055  -0.096
N  -2.290  0.039  -1.413  -0.099
H  -3.727  4.460  4.941  0.082
H  -3.733  5.933  3.967  0.095
H  -2.428  5.645  5.107  0.095
H  -3.098  2.515  3.729  0.120
H  -1.816  1.397  1.957  0.076
H  -0.059  5.168  0.862  0.125
H  -1.357  6.271  2.647  0.131
H  -2.376  3.404  -1.278  0.125
H  -4.503  2.938  -2.500  0.129
H  -5.174  0.591  -2.973  0.123
H  -3.667  -1.264  -2.240  0.133
F  0.665  -3.084  6.097  0.177
C  0.085  -2.746  4.964  -0.123
C  0.329  -3.484  3.815  -0.143
F  1.146  -4.527  3.853  0.153
C  -0.274  -3.118  2.626  -0.237
F  -0.016  -3.852  1.537  0.091
C  -1.112  -2.014  2.544  -0.451
S  -1.928  -1.492  1.060  0.780
C  -1.346  -1.296  3.713  -0.234
F  -2.122  -0.211  3.674  0.097
C  -0.758  -1.645  4.915  -0.131
F  -0.981  -0.930  6.004  0.165
C  3.510  1.805  -3.303  0.011
C  2.285  0.961  -3.268  -0.266
C  1.475  0.473  -4.271  0.046
C  0.422  -0.200  -3.636  -0.312
N  0.587  -0.135  -2.311  -0.105
N  1.735  0.556  -2.112  0.062
C  -0.720  -0.874  -4.317  -0.026
H  3.759  2.057  -4.330  0.094
H  4.361  1.285  -2.862  0.091
H  3.352  2.731  -2.750  0.096
H  1.604  0.610  -5.331  0.129
H  1.981  0.862  -1.178  0.125
H  -1.086  -0.236  -5.121  0.102
H  -1.541  -1.086  -3.641  0.029
H  -0.410  -1.817  -4.769  0.066

=====

2.
Molecular formula: C32H28F6N2O15
Method: DFT, ωB97M-V/def2-TZVPD

Output
E_tot	-3072.66619	Eh
highest occupied orbital energy	-0.309	hartree
M	794.56	g mol⁻¹
LUMO	-2.125	eV

Last column: Löwdin charge in e.
Geometry (Å):
C  -0.746  4.092  2.044  -0.061
C  -0.938  2.869  0.920  -0.326
C  0.515  2.117  0.830  -0.059
C  0.673  1.036  -0.390  -0.252
C  1.985  1.648  -1.228  -0.031
O  3.269  1.355  -0.878  0.035
C  1.842  2.608  -2.572  -0.115
F  2.230  1.788  -3.780  0.012
F  0.466  3.090  -2.830  0.023
C  2.822  3.928  -2.555  -0.095
F  4.201  3.601  -3.027  0.051
F  2.259  4.867  -3.597  0.022
C  2.794  4.778  -1.142  -0.099
F  1.413  5.075  -0.651  0.017
F  3.684  4.206  -0.079  0.024
C  3.467  6.266  -1.504  -0.161
O  4.827  6.280  -1.535  0.048
O  2.659  7.476  -1.780  0.025
N  -0.570  0.734  -1.255  0.088
C  -1.312  -0.542  -0.855  -0.214
O  -2.383  -1.107  -1.470  -0.045
C  -0.522  -1.058  0.519  -0.047
C  0.984  -0.517  0.149  -0.152
C  2.139  -0.737  1.289  -0.110
O  3.049  -1.798  0.799  -0.194
N  4.294  -1.625  1.304  -0.028
O  5.075  -1.255  0.419  0.054
O  -1.380  3.535  -0.314  -0.212
C  -2.863  3.623  -0.386  -0.158
C  -3.238  3.374  -1.997  -0.102
C  -4.335  2.247  -2.495  -0.027
C  -4.599  2.091  -4.110  -0.069
C  -3.760  3.019  -5.198  -0.075
C  -2.682  4.147  -4.682  -0.066
C  -2.442  4.325  -3.068  -0.032
H  0.289  3.894  2.598  0.085
H  -1.614  4.120  2.831  0.084
H  -0.627  5.116  1.459  0.097
H  -1.712  2.131  1.395  0.141
H  1.389  2.898  0.752  0.116
H  0.661  1.554  1.872  0.149
H  2.370  7.804  -0.875  0.138
H  -0.087  0.448  -2.134  0.134
H  -0.670  -2.212  0.674  0.141
H  -1.126  -0.566  1.395  0.104
H  1.406  -1.067  -0.794  0.168
H  1.727  -1.085  2.327  0.144
H  2.772  0.235  1.443  0.131
H  -3.418  2.768  0.196  0.121
H  -3.281  4.651  0.014  0.137
H  -4.885  1.627  -1.660  0.089
H  -5.414  1.283  -4.431  0.087
H  -3.943  2.881  -6.358  0.081
H  -2.084  4.804  -5.444  0.082
H  -1.663  5.144  -2.727  0.098
O  4.061  -8.266  1.455  0.104
C  3.920  -7.419  0.579  -0.307
C  4.019  -7.746  -0.852  0.076
C  3.877  -6.798  -1.780  -0.208
O  3.967  -7.099  -3.127  0.080
C  3.618  -5.381  -1.404  -0.300
O  3.510  -4.528  -2.279  0.109
C  3.494  -5.058  0.026  0.080
C  3.633  -6.007  0.954  -0.204
O  3.516  -5.711  2.299  0.078
H  4.211  -8.780  -1.111  0.137
H  3.830  -6.246  -3.594  0.117
H  3.288  -4.027  0.284  0.106
H  3.658  -6.563  2.767  0.116
O  -2.114  -1.735  2.772  0.061
C  -2.959  -2.330  3.432  -0.284
C  -2.661  -2.905  4.753  0.080
C  -3.599  -3.561  5.439  -0.204
O  -3.327  -4.101  6.682  0.085
C  -4.973  -3.738  4.894  -0.303
O  -5.809  -4.362  5.539  0.112
C  -5.278  -3.142  3.584  0.082
C  -4.341  -2.483  2.900  -0.201
O  -4.621  -1.918  1.669  0.088
H  -1.658  -2.770  5.136  0.138
H  -4.165  -4.525  6.971  0.119
H  -6.286  -3.263  3.208  0.140
H  -3.782  -1.500  1.377  0.107

=====

3.
Molecular formula: C32H28FeN6O3
Method: DFT, ωB97M-V/def2-TZVPD

Output
E_tot	-3054.08958	Eh
highest occupied orbital energy (alpha / beta)	-0.378 / -0.379	hartree
M	600.46	g mol⁻¹
⟨S²⟩	0.764
net charge	+1
spin multiplicity	2
LUMO (alpha / beta)	-2.515 / -3.188	eV

Last column: Löwdin charge in e.
Geometry (Å):
Fe  0.844  0.493  -0.487  0.671
C  -0.655  2.693  0.528  -0.075
N  0.444  1.816  1.006  -0.173
C  1.726  2.561  1.129  -0.091
C  2.867  1.582  1.102  -0.219
C  4.064  1.762  1.767  0.016
C  5.056  0.803  1.623  -0.022
C  4.816  -0.312  0.836  -0.018
C  3.588  -0.430  0.212  -0.050
N  2.647  0.503  0.340  0.050
C  0.178  1.177  2.323  -0.093
C  -1.142  0.472  2.521  -0.268
C  -1.357  -0.156  3.745  -0.018
C  -2.542  -0.838  3.943  -0.052
C  -3.479  -0.866  2.919  -0.052
C  -3.183  -0.191  1.748  -0.105
N  -2.041  0.468  1.549  0.124
C  -1.461  2.052  -0.571  -0.238
C  -2.667  2.603  -0.969  0.001
C  -3.382  1.993  -1.983  -0.026
C  -2.874  0.845  -2.573  -0.025
C  -1.656  0.366  -2.138  -0.055
N  -0.962  0.962  -1.164  0.060
H  -0.220  3.618  0.146  0.140
H  -1.321  2.956  1.350  0.141
H  1.746  3.169  2.037  0.141
H  1.821  3.214  0.263  0.125
H  4.215  2.637  2.385  0.126
H  6.005  0.921  2.129  0.121
H  5.562  -1.082  0.706  0.119
H  3.337  -1.283  -0.404  0.127
H  0.287  1.942  3.102  0.141
H  0.965  0.437  2.472  0.131
H  -0.604  -0.113  4.523  0.123
H  -2.734  -1.341  4.881  0.115
H  -4.418  -1.390  3.026  0.109
H  -3.891  -0.174  0.927  0.114
H  -3.041  3.491  -0.477  0.128
H  -4.329  2.404  -2.307  0.120
H  -3.402  0.332  -3.363  0.117
H  -1.215  -0.519  -2.572  0.116
O  3.008  0.642  -5.366  0.070
C  3.008  1.922  -4.964  -0.262
C  3.543  2.864  -5.846  -0.004
C  3.581  4.198  -5.505  -0.065
C  3.086  4.635  -4.275  -0.084
C  2.560  3.712  -3.401  -0.029
C  2.508  2.349  -3.720  -0.079
C  1.933  1.416  -2.745  -0.365
O  1.515  1.887  -1.607  -0.099
N  1.870  0.138  -3.041  0.095
N  1.257  -0.566  -2.017  -0.073
C  0.979  -1.803  -2.199  -0.045
C  0.282  -2.606  -1.222  -0.147
C  -0.138  -3.892  -1.597  -0.036
C  -0.831  -4.700  -0.727  -0.080
C  -1.108  -4.227  0.558  -0.059
C  -0.693  -2.975  0.958  -0.001
C  0.010  -2.137  0.082  -0.293
O  0.430  -0.966  0.541  -0.139
H  2.605  0.097  -4.658  0.065
H  3.922  2.512  -6.795  0.123
H  3.999  4.912  -6.202  0.110
H  3.117  5.683  -4.013  0.102
H  2.168  4.026  -2.443  0.106
H  1.252  -2.248  -3.153  0.147
H  0.091  -4.241  -2.598  0.117
H  -1.153  -5.686  -1.030  0.107
H  -1.652  -4.853  1.254  0.111
H  -0.895  -2.608  1.957  0.110